Entry 1:
Computed, not measured: 7 unconnected molecules or ions with the total composition C24H55N5O14S, with ωB97M-V/def2-TZVPD.

ORCA input file:
```
! RIJCOSX wB97M-V def2-TZVPD def2/J DEFGRID3
* xyz -1 2
N -2.189 -1.880 -1.359
H -1.703 -2.217 -2.178
H -3.037 -2.365 -1.105
H -2.668 -1.048 -1.672
H -1.549 -1.642 -0.614
N 0.712 0.556 -2.056
H 1.464 1.203 -1.869
H 0.658 0.548 -3.064
H -0.135 0.784 -1.555
H 0.960 -0.361 -1.713
S -2.536 1.570 -1.432
O -3.150 0.338 -1.800
O -2.236 2.278 -2.666
O -3.548 2.300 -0.694
O -1.305 1.281 -0.730
C -2.405 -1.872 -4.370
C -1.106 -1.518 -4.386
C -0.627 -0.240 -5.036
O 0.519 0.412 -4.801
C -1.542 0.562 -5.648
C -2.920 0.119 -5.898
C -3.465 -1.028 -4.957
O -4.668 -1.234 -4.941
O -3.768 0.798 -6.572
O -0.337 -2.295 -3.761
H -2.705 -2.748 -3.815
H -1.437 1.570 -6.021
C 2.581 -1.872 -0.555
O 1.226 -1.679 -0.182
C 0.989 -2.234 1.042
C -0.505 -2.189 1.570
N -1.442 -3.154 1.047
C -1.178 -4.546 1.268
C -1.518 -5.122 2.638
O -0.464 -4.899 3.548
C -0.550 -5.374 4.887
H 2.767 -1.322 -1.477
H 2.783 -2.927 -0.745
H 3.256 -1.496 0.213
H 1.553 -1.687 1.798
H 1.394 -3.245 1.006
H -0.965 -1.222 1.366
H -0.491 -2.275 2.657
H -2.349 -3.025 1.472
H -0.150 -4.866 1.094
H -1.958 -5.032 0.681
H -1.400 -6.177 2.391
H -2.504 -4.880 3.034
H -1.570 -5.293 5.262
H 0.170 -4.735 5.399
H -0.340 -6.442 4.836
C 5.722 -0.382 -2.631
O 5.445 0.200 -3.923
C 4.045 0.600 -4.136
C 3.693 2.004 -3.438
N 3.256 1.692 -2.050
C 2.634 2.910 -1.522
C 2.193 2.828 -0.108
O 3.332 2.515 0.772
C 2.956 2.652 2.096
H 5.508 0.300 -1.809
H 6.785 -0.537 -2.817
H 5.341 -1.403 -2.636
H 3.389 -0.219 -3.841
H 4.063 0.641 -5.225
H 2.933 2.316 -4.154
H 4.545 2.683 -3.479
H 4.076 1.675 -1.461
H 1.711 3.098 -2.070
H 3.194 3.841 -1.603
H 1.329 2.166 -0.166
H 1.723 3.756 0.217
H 3.911 2.545 2.609
H 2.416 1.730 2.309
H 2.368 3.526 2.376
C -0.271 -1.148 5.110
O 0.082 -0.235 4.027
C -1.037 0.465 3.542
C -0.407 1.562 2.573
N -1.398 2.141 1.631
C -1.568 3.543 1.565
C -2.294 4.107 2.840
O -3.671 3.639 2.742
C -4.519 4.275 3.701
H 0.702 -1.473 5.479
H -0.860 -2.003 4.779
H -0.817 -0.545 5.836
H -1.547 1.090 4.275
H -1.759 -0.093 2.946
H 0.213 1.020 1.859
H 0.247 2.197 3.172
H -1.383 1.795 0.683
H -2.123 3.898 0.696
H -0.604 4.050 1.510
H -2.235 5.177 2.639
H -1.783 3.820 3.758
H -4.706 5.300 3.381
H -3.985 4.369 4.647
H -5.461 3.730 3.763
*
```

## Properties
E_LUMO (spin up / spin down) in eV: 1.998 / 0.243



Entry 2:
Computed, not measured: 2 unconnected molecules or ions with the total composition C7H7BrN3, with ωB97M-V/def2-TZVPD.

ORCA input file:
```
! RIJCOSX wB97M-V def2-TZVPD def2/J DEFGRID3
* xyz 1 1
C -0.891 2.994 0.068
C -0.569 -1.727 0.053
C -1.535 -0.797 -0.122
C 0.763 -1.368 0.087
C 1.018 0.024 0.125
C -0.123 0.791 -0.065
C 0.368 3.343 0.291
N -2.069 3.131 -0.222
N -1.323 0.526 -0.176
N 1.726 -2.317 0.126
Br 2.743 0.740 -0.048
H -0.874 -2.857 0.043
H -2.611 -1.106 -0.180
H 0.985 3.657 -0.532
H 0.903 3.302 1.214
H -3.002 2.554 -0.293
H 1.428 -3.224 -0.170
H 2.646 -2.088 -0.227
*
```

## Properties
E_LUMO in eV: -5.511
Relative energy (zero: lowest compared OMol25 entry of this formula, charge and spin) in eV: 1.737



Entry 3:
Computed, not measured: C4H5N3 in the gas phase, with ωB97M-V/def2-TZVPD.

ORCA input file:
```
! RIJCOSX wB97M-V def2-TZVPD def2/J DEFGRID3
* xyz 0 1
N -1.847 0.465 -0.056
C -0.444 0.038 -0.027
C 0.274 1.198 0.283
N 1.625 1.096 0.313
C 2.134 -0.124 0.096
N 1.484 -1.273 -0.119
C 0.151 -1.190 -0.190
H -2.234 0.590 -0.990
H -2.515 -0.032 0.531
H -1.317 1.549 0.345
H 3.222 -0.219 0.106
H -0.401 -2.114 -0.357
*
```

## Properties
E_LUMO in eV: 0.345
Relative energy (zero: lowest compared OMol25 entry of this formula, charge and spin) in eV: 3.997



Entry 4:
Computed, not measured: a molecular structure, C22H33N6O2PbS5, with ωB97M-V/def2-TZVPD.

ORCA input file:
```
! RIJCOSX wB97M-V def2-TZVPD def2/J DEFGRID3
* xyz 1 1
Pb -0.012 0.599 0.494
C -4.185 1.511 1.589
C -4.166 0.002 1.861
S -2.596 -0.872 1.559
C -2.846 -1.771 -0.008
C -3.268 -0.931 -1.206
S -1.976 0.207 -1.838
C -2.960 1.700 -2.169
C -3.315 2.569 -0.962
S -4.795 2.036 -0.041
H -3.205 1.960 1.758
H -4.881 1.970 2.291
H -4.953 -0.517 1.314
H -4.345 -0.161 2.925
H -3.593 -2.543 0.175
H -1.881 -2.244 -0.211
H -4.139 -0.328 -0.971
H -3.510 -1.599 -2.033
H -3.855 1.403 -2.716
H -2.337 2.274 -2.858
H -3.539 3.580 -1.305
H -2.479 2.621 -0.263
N 0.109 3.316 0.463
C -0.501 4.050 1.599
C -0.599 3.223 2.883
C 0.677 3.147 3.728
C 1.857 2.389 3.130
N 1.496 0.994 2.780
H 1.124 3.369 0.507
H -0.144 3.765 -0.411
H -1.507 4.340 1.294
H 0.048 4.973 1.805
H -0.944 2.212 2.638
H -1.379 3.671 3.501
H 0.425 2.683 4.687
H 1.011 4.162 3.957
H 2.675 2.407 3.853
H 2.227 2.875 2.227
H 1.058 0.549 3.584
H 2.347 0.475 2.586
S 0.792 -2.380 1.867
C 1.087 -3.552 0.589
C 0.335 -4.480 -0.092
C 0.976 -5.170 -1.115
C 0.227 -6.133 -1.880
N -0.375 -6.907 -2.480
C 2.329 -4.929 -1.424
C 3.080 -3.999 -0.707
C 2.422 -3.322 0.297
S 2.850 -2.083 1.471
C 2.965 -5.638 -2.505
N 3.504 -6.175 -3.366
H -0.709 -4.665 0.122
H 4.121 -3.832 -0.948
C 3.801 0.836 -2.467
C 2.592 0.491 -1.651
N 2.185 1.205 -0.658
O 2.944 2.305 -0.246
C 1.832 -0.724 -1.991
C 2.158 -1.568 -3.187
N 0.842 -1.009 -1.188
O 0.092 -2.023 -1.370
H 3.979 1.910 -2.518
H 3.666 0.483 -3.486
H 4.695 0.350 -2.069
H 3.788 2.313 -0.719
H 3.202 -1.889 -3.196
H 1.957 -1.037 -4.121
H 1.519 -2.447 -3.160
*
```

## Properties
E_LUMO in eV: -3.126
Relative energy (zero: lowest compared OMol25 entry of this formula, charge and spin) in eV: 1.152



Entry 5:
Computed, not measured: a gas-phase ion, C4H6NO2 (charge +1), with ωB97M-V/def2-TZVPD.

ORCA input file:
```
! RIJCOSX wB97M-V def2-TZVPD def2/J DEFGRID3
* xyz 1 1
C -0.915 -0.779 -0.842
C -0.635 -1.724 0.317
C -1.199 -1.505 1.485
C 1.345 1.756 -0.044
N 0.805 0.477 0.063
O -1.655 -1.197 2.506
O 0.151 0.189 -1.044
H -1.032 -1.280 -1.915
H -1.763 -0.174 -0.752
H 0.293 -2.245 0.291
H 1.574 2.112 -1.031
H 2.362 1.899 0.465
H 0.671 2.471 0.502
*
```

## Properties
E_LUMO (spin up / spin down) in eV: -7.923 / -7.924
Relative energy (zero: lowest compared OMol25 entry of this formula, charge and spin) in eV: 4.981



Entry 6:
Computed, not measured: a molecular structure, C32H34F3GeMoO2P2, with ωB97M-V/def2-TZVPD.

ORCA input file:
```
! RIJCOSX wB97M-V def2-TZVPD def2/J DEFGRID3
* xyz 3 1
Mo 0.788 -0.304 -0.275
C -2.564 -1.727 -0.990
C -2.525 -0.386 -1.720
P -1.423 0.829 -0.912
C -1.476 2.274 -1.958
C -0.347 2.713 -2.648
C -0.451 3.781 -3.527
C -1.672 4.414 -3.705
C -2.800 3.979 -3.017
C -2.711 2.903 -2.151
C -1.981 1.030 0.777
C -1.029 0.681 1.732
C -1.304 0.678 3.089
C -2.580 1.057 3.493
C -3.547 1.408 2.557
C -3.258 1.386 1.199
P -0.930 -2.193 -0.349
C 0.317 -2.511 -1.638
C 1.084 -3.660 -1.660
C 2.297 -3.682 -2.354
C 2.805 -2.545 -2.989
C 2.075 -1.377 -2.979
C 0.839 -1.326 -2.284
C -1.038 -3.560 0.775
C -1.630 -4.752 0.340
C -1.724 -5.819 1.217
C -1.240 -5.696 2.515
C -0.667 -4.507 2.949
C -0.563 -3.432 2.082
H -2.974 -2.517 -1.621
H -3.186 -1.667 -0.092
H -3.524 0.050 -1.783
H -2.176 -0.490 -2.750
H 0.611 2.225 -2.507
H 0.420 4.119 -4.072
H -1.750 5.250 -4.387
H -3.750 4.476 -3.161
H -3.600 2.566 -1.631
H 0.048 0.506 1.487
H -0.547 0.416 3.815
H -2.814 1.082 4.549
H -4.533 1.702 2.890
H -4.025 1.653 0.483
H 0.758 -4.541 -1.121
H 2.866 -4.603 -2.383
H 3.751 -2.593 -3.510
H 2.416 -0.507 -3.526
H 0.143 -0.534 -2.603
H -2.014 -4.851 -0.670
H -2.177 -6.745 0.890
H -1.317 -6.533 3.197
H -0.307 -4.419 3.965
H -0.137 -2.497 2.426
F 1.618 -0.820 3.340
C 2.870 -1.068 2.892
F 3.568 -1.647 3.824
F 3.414 0.119 2.564
C 2.805 -1.916 1.604
O 3.502 -2.828 1.349
O 1.848 -1.444 0.755
C 4.108 2.788 0.226
Ge 2.234 3.191 0.510
C 1.516 4.633 -0.555
C 1.626 3.156 2.352
C 1.459 1.400 -0.200
H 4.694 3.669 0.490
H 4.306 2.561 -0.822
H 4.436 1.962 0.856
H 1.840 5.570 -0.100
H 0.428 4.615 -0.567
H 1.900 4.597 -1.573
H 1.878 4.112 2.813
H 2.120 2.364 2.913
H 0.545 3.034 2.398
H 2.362 0.745 -0.519
*
```

## Properties
E_LUMO in eV: -11.450
Relative energy (zero: lowest compared OMol25 entry of this formula, charge and spin) in eV: 1.328